Record 1
The following is a DFT calculation (ωB97M-V with the def2-TZVPD basis set) of a structure of composition H22O11 at a distorted geometry.

```
33
Properties=species:S:1:pos:R:3:forces:R:3
O 0.6488 -1.3731 1.1664 -1.163 -5.414 3.309
H 0.2139 -0.6785 0.6719 1.202 -6.623 4.908
H 1.5830 -1.2194 1.0252 -1.587 -0.021 3.083
O 1.6417 -0.0213 -1.1691 3.039 3.565 -2.707
H 0.9122 -0.4371 -1.6286 0.058 0.110 -0.736
H 2.3369 0.0358 -1.8246 0.676 0.451 -0.093
O -1.8959 1.2639 -0.9686 4.962 9.911 -0.941
H -1.3973 1.8911 -0.4449 0.513 1.779 0.229
H -1.3746 1.1463 -1.7627 0.867 1.131 -1.181
O 3.0067 1.2355 0.0682 3.284 1.402 -0.312
H 2.3201 0.6886 -0.3136 0.989 1.341 1.458
H 3.1831 0.8386 0.9212 -0.071 0.335 0.139
O -0.2436 0.1166 0.2446 -6.930 8.434 -7.771
H -0.8749 0.5245 -0.3482 0.385 -1.537 0.553
H 0.5405 -0.0093 -0.2897 0.006 0.667 -0.524
O 1.2447 1.0751 1.5065 1.359 2.569 2.852
H 0.6716 1.3323 2.2288 -0.181 -0.396 0.355
H 0.6556 0.9655 0.7601 0.549 1.404 1.552
O -3.0509 -0.2851 -1.5153 -2.570 -4.094 -2.450
H -2.4046 0.4202 -1.4827 -4.169 -4.510 -1.524
H -3.7070 -0.0397 -0.8629 -0.205 -0.338 0.025
O -2.3989 0.3548 1.0162 -3.692 2.061 -0.932
H -2.4092 0.8648 0.2063 -1.511 -0.902 1.706
H -2.8399 0.9128 1.6568 -0.287 -0.203 0.459
O -1.3224 -0.6038 2.5943 1.097 -1.242 3.194
H -1.2976 -0.2606 1.7011 0.531 -0.687 0.896
H -1.7117 0.1012 3.1116 -0.037 -0.019 0.313
O 2.4998 -1.5052 0.3554 7.567 -3.078 -2.528
H 2.0950 -1.1329 -0.4281 0.412 -0.586 0.038
H 3.4074 -1.6712 0.1007 0.866 0.030 0.209
O 0.2435 -1.2621 -1.9365 -5.573 -4.844 -4.034
H -0.3423 -1.1001 -2.6760 -0.466 -0.165 -0.486
H 0.0663 -2.1682 -1.6839 0.078 -0.531 0.941
```
Positions in Å, forces in eV/Å.

**Orbital gap**: 0.224 Eh
**2S+1**: 1
**DFT total energy**: -22860.8526 eV
**HOMO energy**: -7.30 eV

***

Record 2
The following is a DFT calculation (ωB97M-V with the def2-TZVPD basis set) of the molecule C5H6O3 at a distorted geometry.

```
14
Properties=species:S:1:pos:R:3:forces:R:3
O 2.0814 -0.7306 -0.6948 -1.722 0.827 1.099
C 1.0489 -0.2560 -0.2332 4.488 0.508 -6.474
C 0.0161 0.8107 -0.9034 1.241 -0.287 2.045
C 0.0428 1.3816 0.5741 4.909 -0.636 0.633
C 0.5343 -0.1405 1.0421 -1.840 -1.597 3.751
O -0.7323 -0.7683 0.9513 -1.477 -2.457 0.695
C -1.0356 -1.0936 -0.3747 -3.746 1.050 1.355
O -1.2173 0.1716 -1.0081 -0.780 -1.690 -1.454
H 0.2561 1.4138 -1.8005 0.020 -0.359 0.738
H -0.9053 1.6162 0.9427 -1.126 0.588 0.880
H 0.9754 1.9440 0.9098 -1.690 0.474 -0.940
H 1.1120 -0.8583 1.8547 -1.011 3.074 -1.246
H -0.2966 -1.6518 -0.7910 2.735 -1.213 -1.582
H -1.8798 -1.8389 -0.4690 0.000 1.717 0.499
```
Positions in Å, forces in eV/Å.

**Orbital gap**: 0.385 Eh
**SMILES**: O=C1[C@@H]2C[C@H]1OCO2
**2S+1**: 1
**DFT total energy**: -11420.1012 eV
**HOMO energy**: -9.73 eV

***

Record 3
The following is a DFT calculation (ωB97M-V with the def2-TZVPD basis set) of the molecule C22H34N2O4.

```
62
Properties=species:S:1:pos:R:3:forces:R:3
C 5.8108 3.5647 -0.4030 0.080 -0.396 0.130
C 6.6596 2.4251 0.1434 0.223 0.402 -0.299
O 5.8649 1.2924 0.4860 -0.250 -0.255 0.030
C 5.5330 0.4753 -0.5432 0.190 -0.017 0.173
O 5.8882 0.6545 -1.6854 0.133 0.247 -0.328
N 4.7974 -0.5840 -0.1369 -0.021 -0.101 0.129
C 4.2616 -0.7483 1.1946 -0.146 0.261 0.302
C 2.7400 -0.5867 1.1741 0.150 -0.379 -0.073
C 2.1309 -1.5971 0.1934 0.201 0.314 -0.083
N 0.6754 -1.5817 0.2556 0.039 -0.107 0.079
C 0.0366 -2.7927 -0.2332 -0.206 -0.221 0.142
C -1.4089 -2.8385 0.2558 0.027 -0.078 -0.200
C -2.1692 -1.5959 -0.1993 0.187 -0.041 0.301
C -1.4309 -0.3005 0.1620 0.041 0.057 -0.038
C -1.4552 -0.0109 1.6760 -0.145 0.290 -0.153
O -0.8058 -0.9550 2.4827 0.222 -0.245 0.357
C -2.0725 0.8985 -0.5780 0.113 -0.209 0.170
C -3.5101 1.1443 -0.2167 -0.109 0.098 -0.131
C -3.8470 2.0155 0.8158 -0.043 0.071 0.064
C -5.1710 2.2243 1.1457 0.128 0.022 0.037
C -6.1883 1.5810 0.4596 -0.311 -0.132 -0.133
C -5.8665 0.7206 -0.5825 0.116 -0.005 0.008
O -6.7704 0.0375 -1.3420 0.361 0.020 0.003
C -8.1393 0.2055 -1.0683 -0.224 0.035 0.053
C -4.5273 0.5146 -0.9122 -0.186 0.013 0.010
C 0.0260 -0.4167 -0.3238 -0.230 0.175 0.036
C 2.7416 -1.3673 -1.1992 0.027 -0.278 0.283
C 4.2623 -1.5005 -1.1189 -0.049 0.097 -0.414
H 5.3453 3.2597 -1.3371 -0.024 0.030 -0.065
H 5.0355 3.8340 0.3108 -0.053 0.075 0.057
H 6.4394 4.4308 -0.5891 0.051 0.131 -0.025
H 7.1527 2.7122 1.0749 -0.033 -0.062 -0.120
H 7.4072 2.1251 -0.5980 -0.063 0.048 0.191
H 4.7197 -0.0132 1.8541 -0.040 -0.184 -0.019
H 4.5213 -1.7533 1.5488 0.001 0.053 0.044
H 2.3367 -0.7483 2.1743 -0.049 0.010 0.045
H 2.5034 0.4329 0.8673 -0.025 0.083 0.020
H 2.4301 -2.5985 0.5313 -0.001 0.057 -0.017
H 0.5822 -3.6578 0.1513 0.033 0.028 -0.060
H 0.0513 -2.8387 -1.3363 0.047 -0.015 0.009
H -1.4203 -2.8977 1.3432 -0.001 -0.083 -0.049
H -1.8950 -3.7316 -0.1415 -0.003 -0.041 -0.002
H -3.1653 -1.5875 0.2445 -0.068 0.012 -0.071
H -2.2838 -1.6335 -1.2862 -0.069 0.011 -0.097
H -2.4915 0.0341 2.0240 0.061 0.087 -0.081
H -0.9992 0.9812 1.8377 -0.125 0.029 -0.069
H -0.0193 -1.2481 1.9863 -0.066 -0.054 -0.039
H -2.0014 0.7136 -1.6522 0.067 0.022 -0.027
H -1.4890 1.7942 -0.3519 0.037 0.046 -0.053
H -3.0701 2.5331 1.3574 0.111 0.056 0.064
H -5.4243 2.9005 1.9490 -0.022 0.055 0.062
H -7.2134 1.7637 0.7401 -0.104 -0.007 -0.009
H -8.3903 -0.1209 -0.0537 0.011 0.028 -0.036
H -8.6633 -0.4224 -1.7872 -0.010 0.060 0.072
H -8.4521 1.2462 -1.2027 0.013 -0.039 0.021
H -4.3103 -0.1493 -1.7342 0.059 -0.100 -0.126
H 0.5717 0.4811 -0.0278 -0.001 0.065 -0.045
H 0.0245 -0.4683 -1.4268 0.043 0.037 0.002
H 2.4916 -0.3665 -1.5548 -0.025 0.045 -0.063
H 2.3509 -2.0965 -1.9105 -0.038 0.003 -0.077
H 4.7257 -1.2661 -2.0784 -0.035 -0.134 0.142
H 4.5332 -2.5223 -0.8288 0.003 0.015 -0.038
```
Positions in Å, forces in eV/Å.

**Orbital gap**: 0.339 Eh
**SMILES**: CCOC(=O)N1CCC(N2CCC[C@](CO)(Cc3cccc(OC)c3)C2)CC1
**2S+1**: 1
**DFT total energy**: -34536.8771 eV
**HOMO energy**: -8.50 eV

***

Record 4
The following is a DFT calculation (ωB97M-V with the def2-TZVPD basis set) of a structure of composition C38H45N3OP2PdSi.

```
91
Properties=species:S:1:pos:R:3:forces:R:3
Pd -0.2857 -0.0450 -0.5554 -0.243 0.552 0.087
N 0.6006 0.6543 2.1768 -0.026 0.160 0.090
P -0.9976 0.8178 1.6260 0.017 0.013 -0.097
C -1.9533 -0.2659 2.7351 -0.012 0.004 0.158
C -2.8255 -1.1963 2.1860 -0.002 0.001 -0.062
C -3.5434 -2.0592 3.0056 -0.013 -0.019 0.014
C -3.3824 -2.0001 4.3799 0.009 0.004 0.015
C -2.5091 -1.0723 4.9403 0.000 -0.008 -0.004
C -1.8033 -0.2076 4.1221 -0.039 -0.011 -0.013
C -1.4544 2.4618 2.2396 -0.054 -0.023 0.029
C -0.4939 3.4682 2.3113 -0.028 0.015 -0.023
C -0.8374 4.7221 2.7926 0.033 -0.021 -0.019
C -2.1448 4.9887 3.1759 -0.025 0.014 0.013
C -3.1103 3.9968 3.0809 -0.003 0.017 0.003
C -2.7660 2.7341 2.6227 0.044 -0.001 -0.026
P 1.5204 -0.0584 0.9723 0.054 -0.396 -0.168
C 3.0840 0.8474 0.8837 -0.009 0.062 -0.011
C 4.0704 0.7410 1.8649 0.006 0.025 -0.040
C 5.2385 1.4780 1.7520 -0.011 -0.024 0.043
C 5.4306 2.3138 0.6586 0.010 0.017 -0.028
C 4.4562 2.4154 -0.3228 -0.002 0.015 -0.004
C 3.2816 1.6844 -0.2091 0.121 0.032 0.073
C 2.0166 -1.6708 1.6401 0.067 -0.039 -0.081
C 3.0679 -2.3661 1.0405 -0.022 0.010 0.038
C 3.3769 -3.6537 1.4457 0.005 -0.011 0.001
C 2.6353 -4.2633 2.4501 0.009 -0.014 -0.003
C 1.5846 -3.5818 3.0439 -0.014 0.002 0.001
C 1.2707 -2.2920 2.6369 0.002 0.036 -0.004
H 0.9603 1.0206 3.0482 -0.020 -0.047 0.020
H -2.9312 -1.2515 1.1092 -0.002 0.015 0.045
H -4.2205 -2.7817 2.5676 0.001 0.004 0.000
H -3.9352 -2.6759 5.0198 -0.002 0.001 0.001
H -2.3851 -1.0229 6.0147 -0.005 -0.003 0.001
H -1.1359 0.5239 4.5649 0.001 0.005 -0.002
H 0.5084 3.2687 1.9539 0.003 0.019 0.012
H -0.0850 5.4983 2.8523 -0.001 0.002 -0.005
H -2.4125 5.9704 3.5456 0.003 0.001 -0.009
H -4.1325 4.2032 3.3716 0.003 -0.001 0.004
H -3.5209 1.9589 2.5690 0.000 -0.017 0.004
H 3.9313 0.0724 2.7061 -0.007 -0.009 0.010
H 6.0028 1.3974 2.5145 0.001 0.000 -0.004
H 6.3470 2.8840 0.5722 -0.004 -0.001 -0.001
H 4.6054 3.0641 -1.1765 0.000 -0.001 0.008
H 2.5057 1.7617 -0.9547 -0.129 0.041 -0.082
H 3.6518 -1.8953 0.2573 0.003 0.005 -0.007
H 4.1955 -4.1851 0.9772 -0.001 0.004 -0.001
H 2.8751 -5.2709 2.7646 0.002 0.002 0.000
H 0.9988 -4.0562 3.8209 -0.001 0.003 0.001
H 0.4368 -1.7689 3.0895 0.003 -0.014 0.009
C -3.6087 -1.2622 -1.4275 0.070 -0.008 -0.034
Si -2.2875 -2.6363 -1.3880 -0.033 0.039 -0.028
C -1.8606 -3.1150 -3.1660 0.004 -0.014 0.004
C -3.1392 -4.1268 -0.6003 0.004 0.005 -0.026
C -0.7676 -2.1498 -0.4564 -0.002 -0.134 0.138
H -4.1093 -1.2244 -2.3991 -0.007 -0.010 0.003
H -3.1842 -0.2735 -1.2270 0.001 0.009 -0.025
H -4.3864 -1.4389 -0.6797 0.004 0.010 0.007
H -2.6938 -2.9439 -3.8529 -0.010 -0.013 0.014
H -1.6107 -4.1779 -3.2148 0.015 -0.002 0.009
H -0.9938 -2.5646 -3.5361 -0.007 -0.019 0.001
H -4.0381 -4.4270 -1.1461 0.002 0.009 -0.007
H -3.4320 -3.9059 0.4302 0.010 0.005 -0.009
H -2.4596 -4.9819 -0.5706 -0.007 -0.006 0.002
H 0.1002 -2.6951 -0.8497 -0.008 0.015 -0.031
H -0.8621 -2.4428 0.5955 0.046 0.014 -0.020
N -0.9274 -0.1649 -5.0551 0.004 0.033 0.014
C -1.3141 0.1480 -3.7895 -0.008 0.141 0.095
N -0.3685 -0.0217 -2.9120 0.179 -0.259 -0.154
C 0.7209 -0.4938 -3.6332 0.003 0.014 0.078
C 1.9918 -0.8578 -3.1919 0.007 0.004 -0.018
C 2.8918 -1.3028 -4.1374 -0.013 -0.009 0.005
C 2.5420 -1.3924 -5.4955 0.017 -0.002 -0.005
C 1.2857 -1.0401 -5.9453 0.011 0.020 0.005
C 0.3861 -0.5872 -4.9852 0.001 -0.024 -0.060
H -1.5000 -0.1026 -5.8773 -0.014 -0.008 0.005
H -2.3033 0.5156 -3.5661 -0.019 -0.030 0.014
H 2.2479 -0.7901 -2.1410 -0.010 0.001 0.001
H 3.8883 -1.5934 -3.8318 0.001 0.001 -0.001
H 3.2771 -1.7481 -6.2054 -0.003 -0.002 0.000
H 1.0203 -1.1128 -6.9917 -0.003 -0.002 0.001
C -0.8881 4.3611 -1.1683 -0.075 0.047 -0.011
C 0.2451 3.3326 -1.1714 0.029 0.051 -0.098
C 0.6530 3.0662 -2.6270 -0.002 -0.030 0.021
O -0.1297 2.2061 -0.4674 0.070 -0.165 0.008
H -0.6014 5.2843 -1.6816 0.002 0.001 0.003
H -1.1909 4.6091 -0.1503 0.034 -0.032 0.016
H -1.7555 3.9337 -1.6801 -0.005 0.001 0.000
H 1.1218 3.8227 -0.6906 -0.006 -0.048 0.035
H -0.2104 2.7326 -3.2084 -0.023 0.017 0.024
H 1.4103 2.2834 -2.6987 0.043 -0.036 0.025
H 1.0530 3.9718 -3.0933 -0.020 -0.008 0.009
```
Positions in Å, forces in eV/Å.

**Orbital gap (alpha / beta)**: 0.237 / 0.243 Eh
**2S+1**: 3
**DFT total energy**: -76589.9961 eV
**HOMO energy (alpha / beta)**: -5.79 / -7.21 eV

***

Record 5
The following is a DFT calculation (ωB97M-V with the def2-TZVPD basis set) of the molecule C5H5N5O at a distorted geometry.

```
16
Properties=species:S:1:pos:R:3:forces:R:3
N -1.2842 -1.1392 1.4265 -0.081 -1.327 0.284
C -0.3087 -1.0022 0.4944 -2.172 0.402 1.982
N 0.2739 -2.1129 0.1719 2.578 -1.596 -0.689
C 1.3687 -1.9932 -0.5836 0.028 0.703 -1.720
N 1.7101 -0.8719 -1.2388 -0.590 0.275 0.343
C 0.9039 0.1763 -0.9392 2.444 -0.025 0.140
C -0.0319 0.2378 -0.0252 -1.395 -3.153 2.292
N -0.5507 1.5660 0.3108 6.855 -1.741 1.337
O -1.6877 1.7901 -0.0238 -9.180 1.408 -1.907
C 0.2524 2.3184 -0.6590 4.701 -3.682 -1.908
N 1.1086 1.4627 -1.2965 -1.486 7.168 -1.381
H -2.0139 -0.5103 1.1356 -1.153 -0.350 0.711
H -1.4039 -2.1836 1.5667 -0.698 2.020 -0.040
H 2.0235 -2.8526 -0.8372 -0.755 0.396 0.607
H -0.3549 1.7449 1.3233 0.512 0.103 -0.064
H -0.0052 3.3697 -0.8261 0.392 -0.600 0.013
```
Positions in Å, forces in eV/Å.

**Orbital gap**: 0.309 Eh
**SMILES**: Nc1ncnc2c1[N@H+]([O-])C=N2
**2S+1**: 1
**DFT total energy**: -14758.8634 eV
**HOMO energy**: -9.19 eV